# C2H8O2

A 3-piece molecular cluster, C2H8O2 overall (wB97M-V/def2-TZVPD, the Open Molecules 2025 dataset).

Output
LUMO level: 0.963 eV
HOMO-LUMO gap: 11.30 eV
E_HOMO: -10.34 eV
molecular weight: 64.1 g/mol
net charge: 0
SMILES: [H][H].CC=O.O

Each line ends with the Mulliken charge.
CARTESIAN COORDINATES (ANGSTROEM)
O 2.755 0.459 -0.716  -0.6125
O 0.160 -0.872 0.392  -0.5141
C -2.218 -0.675 0.071  -0.9134
C -0.765 -0.417 -0.226  0.2472
H -2.878 0.056 -0.415  0.2986
H 1.565 1.534 1.742  -0.0107
H -0.532 0.301 -1.049  0.3095
H 3.209 -0.053 -1.381  0.2934
H 2.051 -0.152 -0.442  0.3544
H 1.515 2.061 1.243  0.0072
H -2.334 -0.618 1.144  0.2583
H -2.527 -1.626 -0.363  0.2821

# C40H34N7O4PSV

C40H34N7O4PSV as an isolated structure at a distorted geometry (wB97M-V/def2-TZVPD, the Open Molecules 2025 dataset).

Output
expectation value of S²: 0.79
LUMO level (spin up / spin down): -1.815 / -1.085 eV
spin multiplicity: 2
HOMO-LUMO gap (spin up / spin down): 5.74 / 6.57 eV
E_HOMO (spin up / spin down): -7.56 / -7.66 eV
molecular weight: 790.7 g/mol
net charge: 0

Each line ends with the Mulliken charge.
CARTESIAN COORDINATES (ANGSTROEM)
V -2.183 -1.842 1.839  -0.2458
S -3.080 -3.987 1.594  -0.4531
P 2.294 1.477 -2.694  0.1673
O -1.377 -0.052 1.714  -0.5698
O -0.295 -2.280 1.303  -0.2556
O -5.988 0.031 3.476  -0.4608
O -3.878 -1.614 2.742  -0.4372
N 4.627 2.946 -1.051  -0.1486
N -1.132 -2.355 3.696  0.5883
N -2.825 -1.599 -0.107  1.4251
N 3.950 1.836 -2.974  -0.1344
N 0.158 -2.803 3.559  -1.1183
N -3.424 -4.895 -0.923  -0.4030
N -3.226 -2.688 -0.740  -1.4601
C 5.578 3.192 -0.079  -0.4083
C -3.060 -1.589 5.015  0.6297
C -6.778 -0.989 2.754  -0.6378
C -4.433 -0.585 6.758  -0.4895
C -1.833 1.003 1.033  0.5919
C 4.869 1.949 -1.917  0.0904
C -3.980 -1.255 3.995  0.8051
C -3.371 -1.435 6.422  -1.2227
C 2.395 0.422 -6.607  -0.8430
C 6.603 2.343 0.202  -0.5686
C 5.932 0.995 -1.730  -0.5507
C 1.872 -3.222 1.863  0.2882
C -2.880 1.963 -0.941  -0.8649
C 2.021 0.568 -4.198  0.1914
C -5.135 -0.484 4.416  0.1868
C -2.528 0.881 -0.167  0.9181
C -2.691 3.225 -0.422  -0.5746
C 2.675 -3.875 2.753  -0.1538
C -2.991 -0.373 -0.648  -0.4453
C 0.027 5.440 -2.861  -0.5595
C -1.673 2.306 1.551  -0.5543
C 0.506 -2.776 2.232  0.5619
C 1.748 -0.815 -6.611  -0.3598
C -0.259 4.376 -3.737  -0.5003
C 3.995 -4.105 2.461  -0.5363
C 6.736 1.141 -0.611  -0.2984
C 1.558 3.096 -2.861  0.5062
C 1.081 5.314 -2.004  -0.5806
C -2.184 3.394 0.913  -0.7372
C 0.445 3.214 -3.746  -0.7679
C -5.280 -0.127 5.740  -0.4830
C 2.466 1.148 -5.376  -0.0396
C 2.354 -2.905 0.590  -0.4613
C -1.734 -2.004 4.800  0.0906
C 1.185 -1.324 -5.414  -0.3270
C -3.174 -3.826 -0.135  0.7842
C 3.734 -3.002 0.338  -0.4242
C 4.567 -3.509 1.354  -0.5647
C 1.910 4.203 -2.094  -0.1543
C 1.249 -0.627 -4.242  -0.5976
H 1.663 -2.493 -0.165  0.4136
H -6.201 -1.879 2.613  0.2178
H 2.795 0.886 -7.502  0.3739
H -1.196 -2.240 5.743  0.2677
H 2.308 -4.267 3.687  0.4274
H 0.819 -1.090 -3.369  0.4595
H -4.590 -0.291 7.814  0.3438
H -1.058 4.487 -4.489  0.2985
H 2.846 2.139 -5.337  0.5946
H 1.306 6.203 -1.361  0.3467
H -3.224 1.819 -1.985  0.3556
H -1.106 2.337 2.464  0.4881
H -0.599 6.298 -2.950  0.4457
H 5.311 3.993 0.640  0.3385
H -2.730 -1.809 7.199  0.3969
H 4.582 -4.664 3.171  0.3721
H -6.995 -0.551 1.728  0.2054
H 6.168 0.246 -2.475  0.3939
H -3.552 -5.801 -0.499  0.2314
H -2.801 4.070 -1.016  0.5197
H -7.671 -1.236 3.370  0.2859
H 7.424 0.294 -0.360  0.3357
H 7.307 2.525 1.021  0.3467
H 5.640 -3.729 1.195  0.3143
H 0.216 2.400 -4.365  0.4757
H 4.336 1.421 -3.851  0.4150
H 4.121 -2.726 -0.643  0.4092
H 1.800 -1.493 -7.523  0.2805
H -6.156 0.434 6.033  0.4121
H -3.730 -0.350 -1.476  0.3487
H -3.639 -4.687 -1.848  0.2240
H 2.873 4.158 -1.539  0.4537
H 0.682 -2.319 -5.472  0.3418
H -2.088 4.390 1.324  0.4327

# C21H25AsIrO8S

C21H25AsIrO8S as an isolated structure at a distorted geometry (wB97M-V/def2-TZVPD, the Open Molecules 2025 dataset).

Output
expectation value of S²: 0.76
LUMO level (spin up / spin down): -7.762 / -9.562 eV
spin multiplicity: 2
HOMO-LUMO gap (spin up / spin down): 6.03 / 4.23 eV
E_HOMO (spin up / spin down): -13.79 / -13.79 eV
molecular weight: 704.6 g/mol
net charge: +2

Each line ends with the Mulliken charge.
CARTESIAN COORDINATES (ANGSTROEM)
Ir 0.072 -0.843 1.582  2.6493
As 2.993 -0.925 -0.716  0.7558
S 1.363 -2.095 0.137  -0.5327
O -1.234 0.108 2.990  -0.7238
O -0.560 0.744 0.391  -0.8602
O 3.021 -0.423 4.552  -0.4349
O -1.533 -1.455 0.705  -0.6779
O -2.347 -0.072 4.985  -0.3496
O -2.125 -1.894 -1.468  -0.5186
O 1.722 -0.260 2.755  -0.8488
O 0.087 -2.234 3.679  -0.4340
C 2.000 -0.776 3.835  0.6729
C -1.351 0.412 -0.813  2.6024
C -1.143 -2.098 4.248  -0.5042
C 1.223 -1.891 4.484  -0.5050
C -2.742 1.003 -0.800  -0.0443
C -1.721 -1.227 -0.577  0.0656
C -3.154 1.842 0.231  -0.1675
C -4.429 2.397 0.226  -1.0967
C 2.851 -0.984 -2.614  -0.4717
C -1.690 -0.333 4.042  0.6508
C 0.815 1.343 -4.411  -0.5577
C -0.529 0.616 -2.063  0.1697
C 4.668 -1.727 -0.235  -1.0349
C 3.013 0.893 -0.117  -0.5923
C -3.618 0.738 -1.847  -0.2569
C 0.981 2.094 -3.255  -0.8925
C -0.017 0.234 -4.390  -1.1558
C -0.688 -0.132 -3.227  -0.3036
C -5.298 2.119 -0.812  -0.5129
C -4.887 1.294 -1.851  -1.0344
C 0.313 1.735 -2.094  -0.6987
H 3.519 0.312 4.152  0.4036
H 1.952 -0.458 -2.912  -0.1578
H -2.487 2.141 1.038  0.5847
H -0.157 -0.356 -5.287  0.4418
H 5.469 -1.235 -0.786  0.4098
H -1.912 -2.569 3.639  0.4461
H -3.318 0.091 -2.657  0.4175
H 2.054 1.349 -0.343  -0.0880
H 4.638 -2.784 -0.490  0.4078
H -5.558 1.080 -2.671  0.4351
H 3.810 1.417 -0.645  0.5122
H -6.289 2.552 -0.821  0.4283
H 1.871 -2.765 4.566  0.4316
H 0.396 2.368 -1.218  0.6561
H 1.603 2.980 -3.265  0.4674
H 3.197 0.916 0.954  0.2977
H 1.319 1.630 -5.325  0.4365
H -1.326 -1.000 -3.244  0.5706
H 0.927 -1.580 5.488  0.5042
H 2.789 -2.026 -2.924  0.4378
H 4.830 -1.618 0.835  0.3357
H -1.194 -2.246 5.321  0.4018
H -1.199 1.048 1.070  -0.0140
H 3.732 -0.515 -3.051  0.4582
H -4.728 3.062 1.025  0.4185

# C30H41F15GeN8O4RbTe

C30H41F15GeN8O4RbTe as an isolated structure at a distorted geometry (wB97M-V/def2-TZVPD, the Open Molecules 2025 dataset).

Output
expectation value of S²: 0.76
LUMO level (spin up / spin down): 3.457 / 2.177 eV
spin multiplicity: 2
HOMO-LUMO gap (spin up / spin down): 5.67 / 4.39 eV
E_HOMO (spin up / spin down): -2.22 / -2.22 eV
molecular weight: 1148.4 g/mol
net charge: -2

Each line ends with the Mulliken charge.
CARTESIAN COORDINATES (ANGSTROEM)
Te 0.284 3.420 1.626  0.9388
Rb -0.164 0.052 0.663  -0.2928
Ge 3.286 -1.429 -0.216  -0.1182
F -1.498 4.134 2.135  -0.4634
F 1.452 4.477 2.767  -0.4041
F -5.443 3.616 -1.539  -0.3962
F 0.099 5.262 0.877  -0.4600
F -4.092 0.135 -2.288  -0.4435
F -6.994 -1.311 1.132  -0.4021
F -0.127 2.920 3.557  -0.5614
F -4.317 1.208 2.344  -0.4135
F 1.901 3.787 0.446  -0.5922
F -1.709 1.624 1.829  -0.6992
F -6.238 2.254 0.703  -0.4675
F -6.464 0.114 -1.167  -0.4788
F -4.971 -2.800 2.220  -0.4651
F -2.601 -3.009 1.013  -0.5291
F -2.911 4.087 -2.050  -0.4660
O 2.950 -0.329 -1.648  0.3956
O 0.984 1.788 1.618  0.0715
O 1.598 -2.078 0.124  0.6303
O 3.479 -0.240 1.114  0.4949
N -3.657 -1.024 4.357  -0.9730
N -1.950 -1.656 -1.210  0.4078
N -0.727 -1.770 2.800  -0.4053
N -1.992 -2.689 4.368  -1.2220
N -1.785 -1.022 2.948  0.1102
N -0.829 3.108 -0.182  0.2983
N -0.791 1.150 -2.388  2.0681
N -2.505 -1.585 3.873  1.2798
C -4.525 3.120 -0.694  0.4613
C 0.910 -3.102 -0.558  1.8394
C 5.243 -0.145 -2.429  -2.0116
C 3.891 0.560 -2.222  1.5361
C 3.994 0.962 3.071  -1.7541
C 3.669 -0.422 2.506  1.7868
C -3.955 1.936 1.270  -0.5088
C 3.334 0.948 -3.595  -1.5635
C -4.246 -0.657 -1.191  0.9266
C -3.509 -2.161 0.482  0.3759
C -5.764 -1.322 0.559  0.9632
C -2.630 2.157 1.003  0.4185
C -1.367 1.618 -3.635  -1.3344
C -0.871 -2.784 3.660  -0.3318
C -0.128 3.349 -1.418  -2.4051
C 4.831 -1.389 2.777  -2.0013
C 0.188 -2.523 -1.779  -1.3147
C 4.102 1.800 -1.349  -1.0533
C -4.735 -2.087 1.090  -0.0201
C -3.184 3.345 -0.952  0.2085
C -1.547 -1.239 -2.530  -1.5576
C -5.490 -0.616 -0.598  -0.0868
C 2.391 -0.970 3.134  -1.0406
C -2.155 2.892 -0.104  1.2350
C -0.380 -0.241 -2.517  0.2519
C 1.869 -4.214 -1.007  -2.3311
C 0.325 2.007 -1.989  1.1673
C -4.935 2.432 0.427  0.4035
C -3.150 -1.455 -0.718  -0.0769
C -0.122 -3.672 0.420  -1.0231
H 5.924 0.482 -3.004  0.4464
H -1.167 -2.140 -3.036  0.1480
H 0.196 -0.381 -3.454  -0.0443
H 1.612 -0.226 3.039  0.1117
H 0.753 3.943 -1.191  0.6377
H -0.727 -4.438 -0.068  0.2790
H -0.258 -3.318 -2.380  0.6477
H 5.090 -1.088 -2.959  0.3776
H -4.421 -1.678 4.275  0.3042
H -0.597 -1.842 -1.443  -0.8808
H 3.986 1.677 -4.080  0.3934
H 5.726 -1.043 2.253  0.3709
H 2.544 -3.822 -1.774  0.4754
H -3.836 -0.170 3.842  0.4474
H 4.944 2.387 -1.721  0.4408
H -2.357 -0.847 -3.148  1.1293
H -0.160 -3.582 3.775  0.4918
H 3.186 1.648 2.812  0.0644
H 5.694 -0.356 -1.454  0.3630
H 2.070 -1.853 2.579  0.0135
H 4.572 -2.386 2.404  0.3750
H 2.549 -1.226 4.183  0.6155
H 3.217 2.432 -1.325  0.1207
H 0.892 1.503 -1.202  -0.7892
H 3.255 0.060 -4.226  0.4022
H -2.271 1.059 -3.870  0.1224
H 2.469 -4.551 -0.157  0.4097
H 1.322 -5.063 -1.417  0.4290
H -0.726 3.900 -2.141  0.4762
H 4.298 1.492 -0.322  -0.0187
H 0.387 -4.109 1.283  0.5106
H 1.000 2.199 -2.846  -0.2452
H 5.043 -1.449 3.844  0.4276
H -0.654 1.503 -4.474  0.3382
H -0.770 -2.865 0.765  -0.3599
H 0.904 -1.963 -2.385  0.6152
H 0.278 -0.503 -1.687  -0.6214
H 4.929 1.337 2.647  0.3845
H 4.081 0.911 4.157  0.4070
H -1.639 2.667 -3.557  0.4129
H 2.341 1.379 -3.479  0.1695